The following is a DFT calculation (the ωB97M-V functional and the def2-TZVPD basis) of an isolated ion of composition C6H15N2 and charge +2 at a distorted geometry.

Maximum force   3.91 eV/Å
Frontier orbital gap (alpha / beta)   5.207 / 6.517 eV
Total charge   +2
HOMO level (alpha / beta)   -19.41 / -18.68 eV
2S+1   2
Relative energy (zero: lowest compared OMol25 entry of this formula, charge and spin)   8.986 eV

Atoms and positions in Å:
N 0.519 -0.205 -1.262
H 1.314 -1.900 -0.798
C 0.430 -1.421 -0.441
H -1.882 0.983 2.284
N 2.556 0.935 -1.220
H -0.531 -2.010 -0.672
H 1.145 -1.597 1.613
C -2.348 0.860 0.092
H 2.943 1.833 -1.619
H 1.174 0.033 0.988
H -1.612 -1.329 1.457
H 2.107 1.130 -0.321
H 2.063 -0.808 -2.367
H -2.758 -0.183 -0.173
H -3.114 1.640 0.053
H -1.784 1.140 -0.748
H 1.306 0.723 -2.936
C 1.617 0.136 -2.016
H -0.675 1.464 1.244
C -0.818 -0.591 1.662
H -0.738 -0.663 2.860
C -1.515 0.719 1.309
C 0.600 -0.889 1.011